Below is a gas-phase ion, C4H9ClN (charge +1) at a distorted geometry, with properties calculated with ωB97M-V/def2-TZVPD.

```
15
Properties=species:S:1:pos:R:3:forces:R:3
C 0.726 -1.798 -0.166 -0.9 -3.1 0.1
C 0.944 -0.393 -0.111 1.0 1.5 1.4
Cl 2.564 0.247 -0.128 -1.1 -0.6 -0.3
N -0.008 0.423 0.161 -0.6 0.2 -2.2
C 0.160 1.844 0.087 -0.6 1.7 2.1
C -1.462 0.039 0.101 1.5 -0.2 0.1
H 1.624 -2.380 -0.370 0.0 0.1 0.5
H 0.087 -2.210 0.683 1.4 0.6 -0.5
H 0.054 -2.092 -0.969 0.0 0.4 -0.7
H 0.991 2.158 0.805 -1.4 -0.1 -1.0
H -0.894 2.181 0.400 2.2 0.5 -0.4
H 0.397 2.147 -0.931 0.0 0.1 0.0
H -2.099 0.805 -0.389 0.7 -0.8 0.0
H -1.659 -0.020 1.138 -1.1 -0.2 1.1
H -1.426 -0.950 -0.311 -1.0 -0.2 -0.4
```
Positions in Å, forces in eV/Å.

Properties
Charge: +1
HOMO in hartree: -0.58485
M in Da: 106.58
Kohn-Sham gap in hartree: 0.414
LUMO energy in Eh: -0.171
ΔE to the lowest compared entry with this formula, charge and spin in kJ/mol: 0.0
Total energy in eV: -18298.737

Löwdin charges in e:
1. C -0.06
2. C -0.63
3. Cl 0.85
4. N -0.19
5. C -0.05
6. C 0.06
7. H 0.10
8. H 0.15
9. H 0.11
10. H 0.11
11. H 0.12
12. H 0.11
13. H 0.13
14. H 0.11
15. H 0.07